A molecular structure, C35H36BrN7O6PS2W, computed with wB97M-V/def2-TZVPD.

<S²> ... 2.035
Electronic energy ... -5968.78111 a.u.
2S+1 ... 3
Lowest unoccupied orbital energy (spin up / spin down) ... -3.14 / -3.70 eV
Energy above the lowest of the compared OMol25 structures with the same formula, charge and spin ... 1.787 eV
Charge ... +1
Kohn-Sham gap (spin up / spin down) ... 6.67 / 6.30 eV
Strongest force on any atom ... 0.8 eV Å⁻¹

The geometry in XYZ format:
```
89
Properties=species:S:1:pos:R:3:lowdin_charge:R:1
C -0.31829 3.36585 -1.35426 -0.01
C 1.59631 5.06515 1.61045 -0.11
H 4.49788 -0.19517 -0.12067 0.09
H 2.78748 -1.99148 2.81999 0.07
H 4.09183 -1.80382 -2.46511 0.09
O -2.27553 -0.22392 1.27785 -0.35
H 2.47147 5.42585 1.08834 0.11
H 3.28382 -0.45544 2.08133 0.05
H 1.49188 -4.17686 4.18747 0.05
C -0.34380 -3.82514 0.33419 -0.27
H -1.13305 -3.06539 -4.89164 0.13
H -4.44669 3.49675 2.68929 0.12
H 4.05163 0.64683 -1.62745 0.09
C -2.00236 3.28773 0.35342 -0.10
C -0.40207 -4.66251 -1.97095 0.01
C 1.67056 3.93968 2.41251 -0.67
Br 3.30784 2.98643 2.53808 0.76
S 0.41776 -0.20276 2.24780 0.72
C 0.57566 3.49905 3.14022 -0.12
H 3.23351 -3.35957 -2.53628 0.10
H 3.95986 -2.82425 -1.00375 0.09
H 4.33423 -1.89920 1.94047 0.10
N -0.25364 -2.86776 2.41712 0.05
H 0.29038 6.60313 0.86383 0.12
H 0.48380 -4.99802 1.89046 0.07
H -4.15518 1.02024 2.67680 0.13
H 0.37671 2.21199 -4.49071 0.13
C -0.57761 -3.65595 -1.10481 -0.28
C 3.87797 0.58950 -0.55389 -0.07
H -3.72047 0.98139 -4.51067 0.12
H -0.85329 -3.50969 4.76743 0.11
C -0.75626 -4.49132 -3.37138 -0.05
H -0.25853 -2.62839 6.17145 0.12
H -0.68129 -5.86413 0.88872 0.11
H 0.66376 2.64533 3.79684 0.09
H -0.12374 -5.64121 -1.60906 0.12
C -1.81575 1.89875 0.39454 -0.15
C -0.02114 0.20100 -3.82258 -0.03
H 0.27706 3.89537 -2.08415 0.12
O -1.28705 4.07418 -4.68334 0.13
C -0.36845 1.44951 -4.30687 -0.02
N -0.87000 1.26021 -0.37056 -0.03
C -0.98838 -0.75814 -3.54875 -0.21
C -2.56393 1.06820 1.26738 -0.36
O 2.66847 -1.96274 0.76245 -0.32
C -0.88440 -3.25608 -3.85575 0.00
H 1.05616 -4.73156 5.80804 0.08
H 1.02199 -0.03568 -3.64263 0.12
C 3.30744 -1.53838 1.97888 -0.10
H -1.40905 5.07909 -0.70818 0.13
C -0.51873 -2.07769 -2.99397 -0.28
W -0.70992 -0.86622 0.15288 1.18
C -3.54959 1.64574 2.03528 0.03
C 3.46169 -2.49883 -1.91315 -0.05
P 1.81428 -1.09531 -0.26376 0.61
H 0.93390 -5.51845 0.25282 0.09
C -2.91742 3.85647 1.27508 -0.24
H 2.09002 -3.31319 5.61506 0.07
N 0.18480 -1.76732 4.35322 -0.01
H -1.50185 3.79408 3.54224 0.12
N -2.99808 5.27688 1.48644 0.09
C -0.13050 1.98916 -1.18401 -0.11
H -0.91364 -5.36326 -3.99080 0.12
H 0.64183 1.47192 -1.72758 0.09
H -3.08262 -1.22437 -3.69932 0.10
C -0.63888 4.14677 2.99519 -0.01
C 0.05652 -1.75314 3.01707 -0.72
C 0.37951 5.72061 1.48457 -0.03
C 1.23711 -3.84828 5.19556 -0.08
H -3.59569 2.54341 -5.84689 0.10
C -2.67106 0.77184 -4.33906 0.01
C -1.24666 4.01551 -0.59152 0.03
C -1.70131 1.75083 -4.54083 -0.12
O 2.47935 0.34526 -0.30962 -0.34
C 0.12708 -5.13038 0.87460 0.01
N -0.43748 -2.75706 1.05365 -0.16
O 2.20460 -1.86499 -1.60584 -0.33
S -2.52989 -1.86951 -1.03396 0.77
H 0.43784 -0.90291 4.79880 0.12
H 0.56790 -2.02271 -2.97186 0.12
C -3.71958 3.04166 2.02829 -0.01
N -0.91272 -2.32119 -1.55459 -0.50
C -0.00036 -2.96331 5.16753 -0.23
C -0.74890 5.22230 2.11987 -0.27
O -3.16761 3.37412 -5.60870 0.14
H 4.11288 1.54053 -0.08476 0.06
C -2.01214 3.16007 -4.95663 -0.48
C -2.31708 -0.47811 -3.85829 -0.05
N -1.99309 5.90242 1.85506 0.09
```